The molecule C3H4O3S, computed with ωB97M-V with the def2-TZVPD basis set.

```
! wB97M-V def2-TZVPD RIJCOSX def2/J DEFGRID3
* xyz 0 1
H 3.30 0.92 0.99
O -2.06 1.50 0.05
H 0.93 1.47 -0.85
H -3.39 -0.74 -0.27
S 2.52 -0.05 -0.13
C -0.22 -0.25 0.09
O -0.01 -1.46 0.22
O -2.46 -0.86 -0.18
C 0.93 0.72 -0.09
H 0.85 1.39 0.79
C -1.67 0.26 0.12
*
```

Its molar mass is 120.1 g/mol. As for the LUMO energy: -0.938 eV. The SMILES is O=C(O)C(=O)CS. The calculation puts the strongest force on any atom at 6.89 eV Å⁻¹. As for the frontier orbital gap: 8.50 eV. The HOMO energy comes out at -9.441 eV.